[1]
ORCA calculation (ωB97M-V/def2-TZVPD) on a structure of composition C20H35ClMgN5O4 at a distorted geometry.

Properties
DFT total energy ... -2017.40786 Eh
Strongest force on any atom ... 0.1245 hartree/bohr
Energy relative to the best compared isomer or geometry (same formula, charge and spin) ... 227.7 kcal per mole
Gap between HOMO and LUMO ... 4.03 eV
HOMO ... -12.275 eV

```
! wB97M-V def2-TZVPD RIJCOSX def2/J DEFGRID3
* xyz 1 1
Cl 1.96 -10.96 22.56
Mg 0.41 -14.23 21.34
O 0.88 -10.55 23.35
O 3.03 -11.48 23.29
O 2.43 -9.93 21.71
O 1.28 -12.03 21.84
N 2.92 -6.88 16.39
N -0.31 -13.26 19.62
N 6.52 -11.43 28.95
N 0.96 -4.76 25.24
N 6.32 -13.14 21.44
C -2.03 -11.48 18.76
C 1.37 -8.92 16.13
C -1.42 -9.59 20.39
C 0.91 -9.47 17.53
C 1.96 -7.17 24.52
C 5.23 -10.36 18.80
C 1.44 -5.81 24.91
C 5.92 -10.84 25.23
C 1.90 -10.10 18.35
C 6.97 -11.95 25.49
C 2.27 -7.79 16.27
C 3.00 -7.91 25.43
C 6.72 -12.48 18.88
C 6.65 -12.02 28.02
C 6.53 -12.87 20.31
C -2.58 -10.33 19.65
C 6.83 -12.79 26.77
C -1.04 -12.47 19.25
C 5.49 -11.79 18.31
C 4.36 -7.36 25.32
H 4.54 -10.28 19.64
H 0.44 -8.64 18.06
H 2.34 -7.06 23.51
H 4.61 -12.42 18.47
H 0.03 -10.01 17.18
H 2.96 -8.98 25.22
H 4.91 -11.23 25.30
H 4.63 -7.38 24.26
H 5.61 -11.82 17.23
H 4.74 -9.75 18.05
H 5.91 -13.38 26.69
H 6.14 -9.79 19.03
H -2.81 -12.03 18.22
H 7.55 -13.58 26.97
H -1.55 -10.94 17.94
H 5.95 -10.59 24.17
H 2.81 -9.54 18.57
H 1.15 -7.87 24.35
H 2.67 -7.92 26.46
H -0.88 -10.35 20.97
H -3.05 -9.64 18.96
H 1.76 -9.77 15.58
H 4.98 -7.98 25.96
H 4.43 -6.32 25.64
H 7.68 -12.03 18.62
H -1.72 -8.75 21.02
H 6.07 -10.03 25.94
H 6.74 -13.50 18.49
H 1.50 -10.47 19.29
H 2.25 -10.90 17.69
H 0.55 -8.52 15.53
H 7.08 -12.46 24.54
H -3.42 -10.64 20.27
H 7.88 -11.35 25.52
H -0.68 -9.21 19.68
*
```

Results of the Löwdin charge analysis, in e, for atoms 1 through 5: atom 1 (Cl): 0.593, atom 2 (Mg): 1.423, atom 3 (O): -0.309, atom 4 (O): -0.289, atom 5 (O): -0.281


[2]
ORCA calculation (ωB97M-V/def2-TZVPD) on an isolated molecule of C20H35N3O4.

Properties
DFT total energy ... -1248.40590 Eh
Strongest force on any atom ... 0.0123 hartree/bohr
Energy relative to the best compared isomer or geometry (same formula, charge and spin) ... 16.1 kcal per mole
Gap between HOMO and LUMO ... 9.81 eV
HOMO ... -9.083 eV

```
! wB97M-V def2-TZVPD RIJCOSX def2/J DEFGRID3
* xyz 0 1
O -4.91 0.90 -0.13
O -2.20 -0.87 1.70
O 1.83 0.11 -0.87
O -3.69 0.26 -1.93
N 0.78 -1.12 0.68
N -3.10 2.09 -0.73
N -1.39 1.03 0.83
C 4.83 -0.36 -0.84
C -0.51 -1.13 0.01
C 1.88 -0.52 0.17
C 5.30 0.95 -0.19
C -3.14 2.70 0.58
C 3.57 0.65 1.61
C -3.88 1.00 -1.00
C -0.74 1.80 -0.21
C -2.35 1.82 1.57
C 5.88 1.89 -1.24
C -5.67 -1.03 1.08
C 3.13 -0.70 1.02
C -1.01 -2.57 -0.18
C -1.47 -0.32 0.90
C -1.77 2.12 -1.31
C 4.12 1.59 0.54
C 4.28 -1.32 0.21
C -2.34 -2.57 -0.93
C 0.03 -3.39 -0.94
C -5.73 -0.26 -0.23
H -2.25 -2.04 -1.88
H -3.01 1.12 2.09
H 4.43 2.53 1.00
H 4.34 0.46 2.36
H 5.07 -1.59 0.91
H -2.70 3.70 0.49
H -1.75 1.37 -2.10
H -4.18 2.81 0.90
H 2.72 1.12 2.11
H -2.66 -3.59 -1.13
H -1.17 -3.01 0.81
H 0.13 1.29 -0.62
H 4.05 -0.13 -1.56
H -3.11 -2.08 -0.34
H 3.92 -2.23 -0.28
H 2.89 -1.37 1.85
H -0.38 -0.67 -0.97
H -6.10 -0.43 1.89
H -0.32 -4.41 -1.08
H 0.98 -3.42 -0.41
H 3.34 1.81 -0.19
H 0.21 -2.95 -1.92
H 6.09 0.71 0.55
H -1.83 2.44 2.31
H -6.24 -1.95 0.99
H 6.22 2.82 -0.77
H 6.72 1.44 -1.75
H -0.39 2.73 0.26
H -6.75 0.09 -0.44
H -4.64 -1.26 1.34
H 0.83 -1.62 1.55
H -1.58 3.10 -1.75
H 5.12 2.14 -1.98
H 5.66 -0.83 -1.36
H -5.38 -0.87 -1.06
*
```

Results of the Löwdin charge analysis, in e, for atoms 1 through 5: atom 1 (O): 0.000, atom 2 (O): 0.059, atom 3 (O): 0.045, atom 4 (O): 0.087, atom 5 (N): 0.133


[3]
ORCA calculation (ωB97M-V/def2-TZVPD) on a cluster of 2 separate species, C20H35N4O4 in total at a distorted geometry.

Properties
DFT total energy ... -1302.61410 Eh
Strongest force on any atom ... 0.0797 hartree/bohr
Energy relative to the best compared isomer or geometry (same formula, charge and spin) ... 88.2 kcal per mole
Gap between HOMO and LUMO ... 7.88 eV
HOMO ... -11.378 eV

```
! wB97M-V def2-TZVPD RIJCOSX def2/J DEFGRID3
* xyz 1 1
O -0.27 3.90 -4.08
O -0.19 1.71 -1.91
O 2.88 -2.99 1.71
O 1.67 1.26 -4.33
N 3.91 -1.47 3.38
N 0.59 -4.31 1.02
N -3.41 0.07 3.66
N 0.91 1.44 4.55
C -2.05 -1.45 1.29
C 3.02 0.85 -4.38
C -0.41 0.99 -3.12
C 0.54 2.93 -2.02
C 0.85 0.32 -3.66
C 0.16 -3.37 2.13
C 0.50 -1.94 1.51
C 3.57 -2.07 2.46
C -0.25 4.05 -2.67
C 1.13 1.61 3.21
C 1.02 0.60 2.15
C 1.92 -2.34 0.86
C -1.34 4.60 -4.69
C -0.64 -1.46 0.52
C 1.41 -3.58 -0.03
C 0.50 0.19 4.89
C -2.69 0.01 1.23
C -3.92 -0.01 2.25
C 0.61 -0.76 2.56
C 0.33 -0.97 4.00
H -1.97 -1.73 2.37
H -1.28 4.05 -2.28
H 0.82 -3.65 3.01
H -3.11 0.22 0.20
H -0.79 -2.10 -0.38
H -1.13 0.21 -2.87
H -2.30 4.23 -4.32
H -2.39 -0.04 3.62
H -1.92 0.77 1.53
H 0.22 5.02 -2.44
H -1.29 4.42 -5.76
H 0.57 -0.46 -4.38
H -4.60 0.85 2.05
H 1.17 -5.09 1.37
H 3.43 0.74 -3.37
H -0.46 -0.41 0.15
H 1.47 2.63 2.89
H 1.24 0.87 1.09
H -0.26 -4.79 0.72
H -4.43 -1.01 2.12
H 3.12 -0.10 -4.93
H -2.77 -2.11 0.72
H 1.40 -0.14 -2.82
H -0.87 -3.51 2.55
H -0.88 1.63 -3.88
H 0.76 3.23 -0.99
H 2.34 -4.14 -0.34
H -1.25 5.67 -4.50
H 0.90 -3.31 -0.98
H 0.00 -1.95 4.40
H 2.24 -1.49 0.20
H 0.32 0.01 5.98
H -3.75 -0.73 4.20
H 1.50 2.77 -2.52
H 3.59 1.62 -4.90
*
```

Results of the Löwdin charge analysis, in e, for atoms 1 through 5: atom 1 (O): -0.205, atom 2 (O): -0.158, atom 3 (O): -0.006, atom 4 (O): -0.196, atom 5 (N): 0.221


[4]
ORCA calculation (ωB97M-V/def2-TZVPD) on a cluster of 5 separate species, C20H35N5 in total at a distorted geometry.

Properties
DFT total energy ... -1056.81372 Eh
Strongest force on any atom ... 0.0211 hartree/bohr
Energy relative to the best compared isomer or geometry (same formula, charge and spin) ... 1.8 kcal per mole
Gap between HOMO and LUMO ... 11.76 eV
HOMO ... -11.125 eV

```
! wB97M-V def2-TZVPD RIJCOSX def2/J DEFGRID3
* xyz 0 1
N 1.38 1.59 0.42
N -2.30 6.43 -2.34
N -0.39 -0.65 3.47
N 0.66 2.94 -3.79
N 0.53 -4.84 0.59
C -2.65 4.21 -3.68
C 2.80 -3.96 1.53
C 0.11 0.23 -1.44
C -0.89 -1.59 3.88
C 0.56 5.08 -1.10
C -0.96 -4.04 3.57
C 0.02 -1.27 -1.09
C 1.52 -4.46 1.02
C -1.49 -2.84 4.37
C -3.36 3.10 -2.90
C -2.47 5.45 -2.92
C 3.97 -4.26 0.60
C 0.81 0.99 -0.39
C 0.95 5.53 0.31
C 3.70 -3.84 -0.84
C -1.05 -5.36 4.32
C 1.13 3.49 -2.89
C -2.86 2.93 -1.48
C 1.63 4.20 -1.73
C -1.25 -1.57 -0.26
H 4.20 -5.33 0.63
H -1.57 -4.16 2.67
H -1.66 3.88 -4.01
H 4.84 -3.73 0.99
H 0.67 0.42 -2.35
H 0.23 6.26 0.67
H 0.96 4.69 1.01
H -2.57 -2.79 4.32
H 3.27 -2.83 -0.89
H -0.34 -5.39 5.15
H 4.62 -3.81 -1.43
H 2.70 -2.89 1.73
H -4.43 3.35 -2.87
H -0.37 4.52 -1.04
H -0.75 -6.17 3.66
H 1.97 3.44 -1.02
H -1.50 -2.62 -0.38
H 1.95 5.99 0.34
H -3.07 3.82 -0.88
H -2.10 -1.02 -0.68
H 0.07 -3.89 3.26
H -1.15 -1.35 0.80
H -3.21 4.47 -4.58
H -3.28 2.18 -3.48
H -3.33 2.08 -0.99
H -2.05 -5.55 4.71
H -0.02 -1.84 -2.01
H 0.34 5.97 -1.69
H 2.52 4.79 -1.98
H -0.89 0.67 -1.54
H -1.24 -2.91 5.43
H 3.02 -4.53 -1.34
H 0.90 -1.53 -0.51
H -1.78 2.76 -1.45
H 2.96 -4.42 2.51
*
```

Results of the Löwdin charge analysis, in e, for atoms 1 through 5: atom 1 (N): 0.158, atom 2 (N): 0.155, atom 3 (N): 0.145, atom 4 (N): 0.151, atom 5 (N): 0.171